[1]
Entry from the OMol25 dataset: a 15-piece molecular cluster, C65H102N15O overall in a non-equilibrium geometry (wB97M-V/def2-TZVPD).

Structure (XYZ):
```
183
Properties=species:S:1:pos:R:3:forces:R:3
C -1.5027 -2.3180 1.8625 -1.144 0.438 -1.031
C -0.9669 -0.8800 1.6367 0.701 -0.304 0.500
C 0.5723 -1.0666 1.8500 0.307 1.128 -0.286
C 1.4058 0.0907 1.3078 -0.383 0.150 -0.760
C 0.9871 0.4597 -0.1453 0.042 0.695 1.383
C -0.5379 0.7275 -0.3392 0.581 -0.373 -0.053
N -1.3298 -0.3152 0.3040 0.436 -1.636 -0.407
O -2.7264 -0.1584 0.0800 1.114 -0.379 0.167
C -0.7174 0.6440 -1.8783 -1.069 0.273 0.870
C -0.9176 2.1415 0.1210 0.335 0.490 0.791
C -1.5166 -0.0534 2.8063 -0.893 0.704 -0.070
H -2.5911 -2.2880 1.7711 -0.105 0.058 0.323
H -1.2107 -2.7090 2.8374 0.052 0.161 0.068
H -1.2166 -3.0395 1.0948 0.486 0.276 -0.127
H 0.9892 -1.9817 1.4203 -0.477 -0.198 -0.284
H 0.7958 -1.1253 2.9192 -0.337 -0.218 0.189
H 2.4701 -0.1566 1.3723 0.126 -0.084 -0.240
H 1.3219 0.9921 1.9213 -0.361 0.022 0.139
H 1.3540 -0.2607 -0.8783 -0.132 -0.224 0.063
H 1.4780 1.4184 -0.3383 0.174 0.002 -0.420
H -0.0095 1.2656 -2.4300 0.214 -0.035 0.096
H -1.7259 1.0221 -2.0587 -0.096 -0.252 -0.334
H -0.6499 -0.4015 -2.1739 0.026 0.101 -0.200
H -1.9678 2.4199 0.0273 -0.110 -0.521 -0.402
H -0.2975 2.9071 -0.3543 -0.031 0.013 -0.272
H -0.7219 2.2576 1.1920 0.154 -0.104 0.118
H -0.9947 0.8937 2.9686 0.407 -0.119 0.092
H -1.6148 -0.5973 3.7491 0.473 -0.137 0.076
H -2.5405 0.2604 2.5950 -0.031 -0.237 -0.434
C -3.9174 -5.1253 3.3030 0.161 0.791 -0.855
C -3.4073 -4.2699 4.4239 0.082 0.279 2.117
C -4.2866 -3.1240 4.9969 0.695 0.121 -0.907
C -4.5858 -2.1042 3.9934 -0.604 0.071 -0.196
N -4.8407 -1.3207 3.1912 0.022 -0.127 0.184
H -3.9911 -4.5008 2.4085 -0.301 0.055 -0.053
H -4.9038 -5.5401 3.5082 0.102 -0.217 0.026
H -3.1796 -5.8719 3.0076 -0.167 -0.318 0.354
H -2.4165 -3.8432 4.2704 -0.029 -0.140 -0.504
H -3.2972 -4.8283 5.3593 0.306 -0.658 -0.262
H -3.6629 -2.6199 5.7366 -0.193 -0.103 0.286
H -5.1859 -3.5109 5.4744 -0.109 0.145 -0.123
C -2.7294 -0.3756 -5.2011 0.741 -0.173 -0.357
C -3.8778 0.4395 -5.7274 0.290 0.943 -0.481
C -4.6829 1.1815 -4.6610 -0.219 -0.166 0.023
C -5.1221 0.3410 -3.5343 -0.304 -0.418 0.202
N -5.4414 -0.3042 -2.6332 0.096 0.196 -0.737
H -2.1681 0.0296 -4.3570 -0.611 0.206 0.390
H -1.9466 -0.3522 -5.9602 -0.150 -0.701 -0.175
H -3.0534 -1.3890 -4.9667 0.329 -0.064 0.066
H -4.4803 -0.1193 -6.4471 -0.425 -0.448 0.606
H -3.4853 1.1877 -6.4216 0.108 0.430 0.375
H -5.5321 1.6565 -5.1544 -0.195 0.031 0.299
H -4.0911 1.9724 -4.1957 0.186 0.048 -0.192
C -2.2796 5.5549 1.8560 0.274 -0.226 -0.393
C -2.4878 5.2240 3.3301 -0.099 -0.405 -0.399
C -2.2058 3.7588 3.6864 -0.075 -0.156 -0.357
C -3.2613 2.8811 3.1620 -0.068 -0.147 -0.135
N -4.0805 2.2373 2.6711 0.124 0.402 0.360
H -1.2114 5.4347 1.6595 0.035 0.216 -0.309
H -2.6161 6.5493 1.5574 0.264 0.267 0.419
H -2.7956 4.9226 1.1311 -0.116 -0.493 0.418
H -3.5234 5.4132 3.6142 0.151 0.407 0.312
H -1.7538 5.7811 3.9141 -0.401 0.434 0.145
H -2.1038 3.6696 4.7678 -0.161 -0.233 -0.003
H -1.2595 3.4235 3.2555 0.087 0.032 -0.015
C -0.6039 4.2156 -3.8492 -0.069 0.227 -0.913
C -0.5653 5.5209 -4.6690 0.259 -1.055 0.228
C -0.9587 5.3287 -6.1646 -0.172 0.353 0.544
C -2.2034 4.5946 -6.4120 1.097 0.716 0.400
N -3.1312 3.9628 -6.6041 -1.097 -0.564 -0.179
H 0.0280 3.5243 -4.4090 -0.189 -0.514 0.358
H -1.6317 3.8555 -3.7930 0.086 -0.303 -0.063
H -0.2390 4.2970 -2.8262 0.123 0.249 -0.090
H 0.4829 5.8139 -4.7398 -0.094 0.536 0.327
H -1.1701 6.2472 -4.1269 0.046 0.402 -0.502
H -0.1827 4.7923 -6.7119 0.133 -0.061 0.189
H -1.0149 6.3226 -6.6098 -0.185 -0.063 -0.188
C -3.5107 5.8377 -1.7996 0.733 0.655 -1.264
C -4.3438 5.4718 -3.0243 0.228 0.195 0.395
C -5.5962 4.6905 -2.6729 -0.176 0.070 -0.200
C -5.2871 3.4925 -1.9042 0.210 -1.307 0.799
N -5.0440 2.5400 -1.2892 -0.211 1.214 -0.677
H -4.1139 6.4593 -1.1378 -0.038 -0.817 0.737
H -2.7337 6.5546 -2.0851 0.135 -0.050 -0.314
H -2.9446 4.9693 -1.4654 -0.556 0.036 0.923
H -3.8136 4.8167 -3.7175 0.373 0.411 -0.131
H -4.6283 6.4096 -3.5041 -0.100 -0.206 -0.393
H -6.0339 4.3932 -3.6273 -0.428 -0.061 0.189
H -6.3004 5.2919 -2.0960 -0.103 0.003 -0.104
C 3.1681 -6.4939 2.5424 0.599 0.755 0.713
C 3.7751 -5.0766 2.9581 -1.193 -1.219 -0.041
C 2.6635 -4.0341 3.3180 0.897 -0.225 -0.627
C 1.8045 -4.4600 4.4240 -0.547 -0.198 0.459
N 1.1028 -4.8196 5.2701 0.666 0.305 -0.680
H 2.6261 -6.9677 3.3629 -0.130 0.403 0.226
H 3.9554 -7.2215 2.3407 0.200 0.254 -0.334
H 2.4661 -6.4655 1.7107 0.176 0.265 -0.111
H 4.4205 -4.6790 2.1757 -0.298 0.062 -0.236
H 4.4328 -5.2088 3.8179 -0.118 -0.075 0.147
H 2.0537 -3.8076 2.4416 -0.205 -0.299 0.007
H 3.1414 -3.0759 3.5295 -0.050 -0.009 0.410
C 5.4319 -1.3895 2.0284 -0.058 1.424 0.024
C 6.5326 -0.7291 1.1401 -0.006 -0.849 0.231
C 7.1382 0.5717 1.6784 -0.920 0.526 1.024
C 7.7995 0.4949 2.9918 0.656 -0.546 0.351
N 8.3383 0.4179 4.0104 -0.439 0.113 -0.670
H 4.5491 -0.7464 2.0888 0.041 0.273 -0.150
H 5.7674 -1.4511 3.0647 0.183 -0.436 -0.033
H 5.0131 -2.3278 1.6685 0.599 -0.172 -0.160
H 6.1489 -0.4850 0.1497 -0.076 -0.174 -0.029
H 7.3400 -1.4542 1.0267 0.036 -0.019 -0.204
H 6.3116 1.2573 1.8896 -0.135 0.153 -0.299
H 7.7915 1.1049 0.9889 0.074 -0.342 -0.163
N 0.0525 -2.3405 -4.4883 0.732 -0.003 -0.321
C -0.1517 -2.3653 -5.8340 -0.619 -0.361 0.376
C 0.5073 -1.3105 -6.4110 -0.167 -1.471 -0.632
C 1.2522 -0.7232 -5.3899 0.655 0.781 0.904
C 0.9733 -1.3662 -4.1876 -0.245 0.190 -1.003
H -0.3793 -3.0156 -3.8694 0.196 0.119 0.275
H -0.7203 -3.1963 -6.2228 -0.236 0.332 -0.257
H 0.5218 -1.1621 -7.4797 0.145 0.345 0.080
H 1.9407 0.0926 -5.5557 0.007 0.044 0.329
H 1.3744 -1.2036 -3.2010 -0.234 -0.027 0.022
N 1.6313 6.4764 1.7199 -0.079 0.067 1.195
C 2.0245 5.3985 2.4737 0.647 1.147 0.480
C 2.2624 4.3655 1.6236 -0.549 -0.791 1.955
C 1.8142 4.7606 0.3757 0.333 -0.399 -1.866
C 1.5027 6.0925 0.4308 -0.801 -0.013 -0.502
H 1.3054 7.3433 2.1115 0.103 -0.021 -0.158
H 2.1940 5.4932 3.5349 -0.037 0.010 -0.047
H 2.5248 3.4046 2.0407 0.102 -0.219 -0.606
H 1.7270 4.0736 -0.4526 0.074 0.355 -0.254
H 1.0442 6.7736 -0.2686 0.173 -0.183 -0.202
N -1.3159 -5.7184 0.6495 0.506 0.631 0.553
C -1.6571 -6.9919 0.3728 0.874 -1.276 0.877
C -1.1043 -7.7879 1.3784 -0.289 0.285 0.010
C -0.4471 -6.9358 2.3189 -0.311 0.450 -1.084
C -0.5681 -5.6475 1.8141 -0.451 -0.646 -0.208
H -1.4375 -4.9540 -0.0011 -0.090 0.090 0.065
H -2.1690 -7.3001 -0.5241 -0.066 0.267 0.021
H -1.1643 -8.8621 1.4641 -0.144 0.025 -0.114
H 0.0617 -7.2421 3.2186 -0.039 0.126 0.012
H -0.2580 -4.6930 2.2062 -0.003 -0.075 -0.028
N 6.6224 2.2953 -1.6673 -0.998 -1.089 0.050
C 6.9476 1.4358 -2.6946 -0.245 -0.092 -0.347
C 5.8835 0.5612 -2.8789 0.015 0.563 0.033
C 4.8514 0.9325 -1.9731 0.800 -0.132 0.826
C 5.3830 1.9271 -1.1985 -0.224 1.191 0.196
H 7.1156 3.0492 -1.2223 0.408 -0.151 -0.471
H 7.8286 1.5979 -3.2947 0.086 -0.210 0.167
H 5.7684 -0.2562 -3.5735 0.393 0.188 -0.228
H 3.9017 0.4563 -1.7857 -0.019 0.029 -0.165
H 4.9892 2.5269 -0.3913 -0.331 -0.245 0.014
N -1.9708 -2.6891 -1.6093 1.314 -0.828 -0.350
C -0.8192 -3.4684 -1.7029 -0.785 0.963 0.642
C -1.1067 -4.6020 -2.4388 -0.388 1.176 -0.811
C -2.4297 -4.3734 -2.9665 0.039 -1.159 0.731
C -2.9422 -3.2550 -2.3466 -0.242 0.100 -0.212
H -2.0373 -1.8069 -1.0989 -0.296 0.520 0.514
H 0.0837 -3.0192 -1.3166 0.141 -0.475 0.260
H -0.4309 -5.4096 -2.6735 0.030 0.071 -0.053
H -2.9739 -5.0729 -3.5832 -0.100 0.073 0.040
H -3.9390 -2.8418 -2.3137 0.050 0.078 -0.277
N 1.2470 2.2458 5.6541 -1.751 0.975 2.295
C 0.8198 3.2975 6.4935 1.845 -0.115 -1.871
C -0.3871 2.9815 7.0215 -0.040 1.329 0.493
C -0.7419 1.6946 6.6059 0.593 -1.055 -0.850
C 0.3015 1.2661 5.8105 0.780 -0.652 -1.076
H 2.1385 2.1568 5.2009 -0.109 -0.038 0.064
H 1.4520 4.1722 6.4792 -0.359 0.216 0.409
H -0.9430 3.7087 7.5940 -0.178 -0.291 0.166
H -1.6461 1.1388 6.7930 0.075 0.040 0.105
H 0.5805 0.3721 5.2717 -0.905 -0.376 0.185
N 3.9691 -3.9922 -2.2539 0.869 0.724 -1.156
C 3.7246 -2.7397 -1.7909 -0.177 0.594 1.030
C 2.9688 -2.8609 -0.6497 -0.697 0.497 -0.232
C 2.6376 -4.2102 -0.5358 0.407 -2.301 0.159
C 3.3494 -4.9286 -1.4911 -0.775 0.730 0.224
H 4.5346 -4.1039 -3.0791 -0.139 -0.507 0.106
H 4.0102 -1.8079 -2.2515 0.448 -0.349 -0.280
H 2.5877 -2.0768 -0.0129 0.048 0.137 -0.237
H 1.9493 -4.7431 0.1049 0.033 0.409 0.410
H 3.3949 -5.9805 -1.7193 -0.044 0.072 0.014
```
Forces are in eV/Å.

Values from the calculation:
HOMO	-2.20	eV
2S+1	1
Kohn-Sham gap	3.8772	eV
charge	-1

---

[2]
Entry from the OMol25 dataset: C18H24ClIN3O3Re as an isolated structure in a non-equilibrium geometry (wB97M-V/def2-TZVPD).

Structure (XYZ):
```
51
Properties=species:S:1:pos:R:3:forces:R:3
Re -0.4708 -0.4161 0.1506 0.851 -0.658 -0.224
N -2.0425 -1.9302 -0.1980 -0.202 -0.020 -0.075
C -1.6209 -3.1001 -1.0103 0.012 0.057 -0.025
C -0.2019 -3.4543 -0.6167 -0.043 -0.048 -0.051
N 0.6224 -2.2577 -0.8361 -0.070 0.196 0.359
C 1.1325 -2.1003 -2.2264 0.015 0.067 -0.041
C 0.6019 -0.8507 -2.9233 -0.065 -0.062 0.041
N 0.5280 0.2539 -1.9623 -0.023 -0.004 0.053
H -2.8723 -1.4896 -0.5926 0.002 -0.037 0.034
H -2.3215 -2.2593 0.7198 0.011 -0.005 -0.008
H -2.3087 -3.9352 -0.8786 0.014 -0.009 0.021
H -1.6472 -2.8084 -2.0622 -0.019 -0.001 0.003
H -0.1468 -3.7220 0.4397 -0.038 0.019 0.005
H 0.1514 -4.3094 -1.1975 0.029 0.017 0.008
H 1.4164 -2.2203 -0.2035 0.030 -0.195 -0.026
H 2.2213 -2.0817 -2.1868 -0.007 0.076 0.038
H 0.8480 -2.9768 -2.8101 0.068 -0.028 0.003
H 1.2370 -0.6193 -3.7810 0.008 -0.030 -0.006
H -0.4019 -1.0296 -3.3102 -0.046 0.031 0.014
H 1.4621 0.5094 -1.6494 -0.033 0.029 -0.001
H 0.1074 1.0778 -2.3809 -0.063 -0.041 -0.011
I -2.3295 2.0304 2.7457 -0.149 0.217 -0.052
C -2.2098 2.9882 0.8994 -0.174 -0.027 0.069
C -2.2609 4.3530 0.9812 -0.035 0.012 -0.015
C -2.4756 5.1418 -0.1627 0.008 -0.017 0.005
C -2.7399 4.5227 -1.3434 0.008 -0.006 -0.013
C -2.6815 3.1114 -1.4539 -0.004 0.010 0.013
C -3.0240 2.5276 -2.6980 -0.002 -0.008 -0.009
C -2.9596 1.1821 -2.8614 0.011 0.016 -0.012
C -2.4143 0.4049 -1.8191 -0.028 -0.016 0.025
C -2.0148 0.8978 -0.5909 0.083 0.174 0.160
C -2.3037 2.2933 -0.3431 0.133 0.081 -0.082
H -2.1836 4.8330 1.9469 -0.001 -0.006 0.003
H -2.4952 6.2194 -0.0770 -0.007 0.002 0.000
H -3.0016 5.0948 -2.2245 -0.001 -0.001 -0.003
H -3.3517 3.1757 -3.5009 -0.007 -0.001 0.000
H -3.2562 0.7129 -3.7905 -0.002 -0.003 0.003
H -2.2250 -0.6325 -2.0788 0.052 0.060 -0.128
C -1.1357 -0.9685 3.2264 0.268 -0.323 -0.008
C -0.8014 -0.6723 1.8337 -0.224 0.373 0.033
O 1.4099 1.4088 3.1329 -0.101 -0.238 -0.166
H -0.9302 -0.1255 3.8844 0.154 -0.015 -0.087
H -0.5778 -1.8387 3.5808 -0.028 -0.017 -0.006
H -2.2091 -1.1742 3.2835 0.006 -0.030 0.036
Cl 0.8463 2.6583 0.9367 0.195 -0.072 0.035
C 2.0170 1.7301 1.9092 -0.104 0.069 0.047
C 2.4732 0.4661 1.1593 -0.034 -0.168 -0.025
O 3.6115 0.0994 1.3162 0.048 0.038 0.104
O 1.6234 -0.1755 0.3899 -0.597 0.534 0.137
H 2.1138 1.2261 3.7683 0.003 0.055 0.006
H 2.8744 2.3777 2.0735 0.099 -0.050 -0.183
```
Forces are in eV/Å.

Values from the calculation:
HOMO (spin up / spin down)	-10.56 / -10.66	eV
expectation value of S²	0.76
2S+1	2
Kohn-Sham gap (spin up / spin down)	7.9031 / 7.0102	eV
energy above the lowest of the compared OMol25 structures with the same formula, charge and spin	2.400	eV
charge	+1

---

[3]
Entry from the OMol25 dataset: C40H39ClGeN5OPt as an isolated structure in a non-equilibrium geometry (wB97M-V/def2-TZVPD).

Structure (XYZ):
```
88
Properties=species:S:1:pos:R:3:forces:R:3
Pt -0.4114 0.9224 0.0465 -0.788 -0.539 -0.584
Cl -1.3822 -2.9107 -6.1860 -0.171 -0.075 -0.237
C -0.6363 -2.4807 -4.7896 0.318 0.094 0.078
C 0.7982 -2.3283 -4.8044 -0.256 -0.076 -0.082
C 1.4183 -2.0098 -3.6633 -0.162 0.060 0.266
C 0.6478 -1.8198 -2.3919 -0.166 -0.102 -0.041
O 1.2240 -1.6551 -1.3502 -0.050 -0.067 0.094
C -0.8683 -1.9291 -2.4457 0.314 0.198 -0.008
C -1.7315 -1.7989 -1.2727 -0.008 0.004 0.058
N -1.4490 -1.2340 -0.1550 1.063 0.399 -0.117
C -2.2732 -1.4381 0.9514 -0.379 -0.046 0.271
C -3.0137 -2.5924 1.1603 0.213 0.121 -0.135
C -3.8498 -2.7125 2.2771 -0.038 0.116 0.112
C -3.9525 -1.6802 3.1771 -0.063 -0.113 -0.038
C -3.1793 -0.5046 3.0212 -0.081 -0.058 0.175
C -3.2310 0.5772 3.9294 -0.019 0.033 -0.004
C -2.4234 1.6656 3.7295 0.003 -0.060 0.069
C -1.5668 1.6753 2.6270 -0.012 -0.125 -0.103
N -1.5083 0.6738 1.7532 -0.056 0.491 0.109
C -2.3115 -0.4069 1.9234 0.125 -0.205 -0.211
C -1.4402 -2.2765 -3.6206 -0.031 0.009 -0.002
H 1.3375 -2.4958 -5.7285 -0.072 -0.017 -0.004
H 2.4968 -1.9241 -3.6030 -0.019 0.064 0.093
H -2.7192 -2.2456 -1.3885 0.043 -0.111 -0.022
H -2.9156 -3.4262 0.4753 -0.037 0.002 0.042
H -4.4130 -3.6235 2.4273 0.007 0.016 -0.019
H -4.6172 -1.7621 4.0292 0.042 0.000 -0.013
H -3.9146 0.5410 4.7701 0.044 -0.032 -0.018
H -2.4289 2.5098 4.4048 -0.009 -0.002 -0.030
H -0.9137 2.5183 2.4367 -0.048 -0.025 -0.023
H -2.5140 -2.4005 -3.7006 0.036 -0.055 -0.107
N -1.1813 9.4179 -5.7037 0.022 -0.098 0.054
C -1.0763 8.4442 -5.1038 0.019 -0.103 0.080
C -0.9596 7.2184 -4.3484 -0.038 0.191 -0.105
C -1.1705 7.2293 -2.9723 0.005 0.032 0.039
C -1.0958 6.0473 -2.2561 -0.012 0.021 0.025
C -0.7841 4.8538 -2.9057 -0.034 -0.108 0.022
C -0.5558 4.8519 -4.2811 0.055 0.014 -0.039
C -0.6516 6.0286 -5.0026 0.027 -0.053 -0.041
C -0.7419 3.5895 -2.1304 -0.092 0.035 0.054
C -1.9090 3.1770 -1.5070 0.133 0.018 -0.162
C -3.2178 3.6930 -1.6958 -0.113 0.045 0.047
C -4.0893 2.8713 -1.0103 0.018 0.136 -0.077
C -3.3031 1.8797 -0.4114 0.163 -0.018 0.017
N -2.0085 2.0335 -0.7237 -0.048 0.175 0.397
C 0.4740 2.8612 -2.0970 0.133 -0.158 0.232
C 1.6473 3.2022 -2.7554 0.166 0.129 -0.112
C 2.5930 2.1852 -2.5348 0.005 0.087 -0.086
C 1.9827 1.2555 -1.7317 -0.099 0.089 -0.009
N 0.7116 1.6541 -1.4045 -0.011 -0.365 -0.127
H -1.3940 8.1618 -2.4720 -0.012 -0.017 -0.003
H -1.2601 6.0548 -1.1854 -0.015 0.004 -0.028
H -0.3254 3.9255 -4.7931 -0.022 0.025 0.006
H -0.4896 6.0321 -6.0719 -0.020 -0.004 0.009
H -3.4638 4.5507 -2.3033 0.001 -0.055 0.018
H -5.1625 2.9542 -0.9441 0.041 0.003 -0.018
H -3.6460 1.0703 0.2175 0.025 0.012 -0.012
H 1.7899 4.1043 -3.3294 0.028 -0.044 0.013
H 3.6057 2.1370 -2.9038 -0.052 0.048 -0.003
H 2.4038 0.3429 -1.3449 -0.076 0.033 0.024
C 2.3178 0.7611 5.7372 0.002 0.044 -0.045
C 1.0363 0.8786 4.9161 0.055 -0.130 -0.008
C 0.6506 -0.4295 4.2197 0.174 0.012 0.077
C 1.5190 -0.7837 3.0184 -0.523 0.048 -0.051
Ge 1.7112 0.3876 1.4782 0.886 0.045 0.476
C 2.3809 2.2298 1.6555 -0.405 -0.025 -0.102
C 1.4605 3.4378 1.8624 0.167 -0.020 0.085
C 2.2403 4.7564 1.8414 0.071 -0.010 0.105
C 3.0053 5.0102 3.1383 0.025 -0.018 -0.083
H 2.5943 1.7202 6.1741 -0.008 -0.020 0.007
H 3.1653 0.4219 5.1359 -0.019 0.013 0.005
H 2.1863 0.0490 6.5524 0.013 0.002 -0.012
H 1.1515 1.6733 4.1690 -0.053 0.032 -0.008
H 0.2177 1.1873 5.5705 0.016 0.005 0.003
H -0.3986 -0.4048 3.9258 -0.080 -0.035 -0.077
H 0.7332 -1.2531 4.9342 -0.015 0.031 0.056
H 1.3002 -1.7819 2.6348 0.061 -0.022 0.015
H 2.5917 -0.7818 3.2696 0.009 -0.091 0.107
H 2.7437 -0.3812 0.6256 -0.305 0.021 -0.180
H 2.9781 2.3566 0.7513 0.055 0.063 0.008
H 3.0619 2.0899 2.5069 0.037 0.093 -0.035
H 0.9583 3.3594 2.8330 -0.044 -0.008 -0.060
H 0.6881 3.4652 1.0876 0.001 -0.035 -0.075
H 1.5418 5.5760 1.6615 -0.006 -0.001 0.032
H 2.9340 4.7457 0.9956 -0.041 0.043 -0.026
H 2.3309 5.0113 3.9970 0.003 -0.002 -0.006
H 3.5030 5.9777 3.1107 0.009 0.006 0.000
H 3.7794 4.2595 3.3112 -0.026 -0.010 0.008
```
Forces are in eV/Å.

Values from the calculation:
HOMO (spin up / spin down)	-15.61 / -15.61	eV
2S+1	1
Kohn-Sham gap (spin up / spin down)	3.4664 / 3.4654	eV
energy above the lowest of the compared OMol25 structures with the same formula, charge and spin	2.622	eV
charge	+3